*P*
Formula: C4H3NS2
Source: the Open Molecules 2025 dataset
Level of theory: ωB97M-V/def2-TZVPD

Calculated values
* E_HOMO: -7.743 eV
* molecular weight: 129.2 Da
* structure (SMILES): c1cc2ssc2[nH]1
* orbital gap: 0.278 hartree

```
! wB97M-V def2-TZVPD RIJCOSX def2/J DEFGRID3
* xyz 0 1
H -1.725 -0.849 1.275
C -0.045 0.014 -0.077
S 0.660 -0.516 3.698
C 1.456 0.051 1.447
C -0.723 -0.527 1.027
S 2.545 0.035 2.813
N 1.208 0.505 0.206
H 1.797 0.800 -0.539
H -0.265 0.051 -1.194
C 0.303 -0.507 1.979
*
```

=====

*Q*
Formula: C4H3NS2
Source: the Open Molecules 2025 dataset
Level of theory: ωB97M-V/def2-TZVPD

Calculated values
* E_HOMO (spin up / spin down): -7.636 / -7.635 eV
* molecular weight: 129.2 Da
* orbital gap (spin up / spin down): 0.255 / 0.255 hartree

```
! wB97M-V def2-TZVPD RIJCOSX def2/J DEFGRID3
* xyz 0 1
S 0.370 0.994 -3.441
H 1.316 0.854 1.894
H 1.400 -0.673 2.552
C -1.840 0.240 -1.961
H 1.847 -0.566 0.945
S -0.588 -0.886 1.654
N -1.699 -0.078 -0.749
C -1.008 -0.183 0.206
C -0.942 0.489 -2.775
C 1.144 -0.190 1.675
*
```

=====

Tell me which of them is the most stable. Sure, it is *P*.